{"formula": "C22H26N5O5Ti", "method": "ωB97M-V with the def2-TZVPD basis set", "de_lowest_kcal_mol": 23.4, "homo_ha": [-0.275, -0.278], "s2": 0.753, "homo_lumo_gap_ha": [0.2670, 0.2665], "max_force_ev_per_a": 1.5, "e_tot_ha": -2353.50853, "charge": 0, "multiplicity": 2, "species": ["Ti", "C", "C", "C", "C", "C", "H", "H", "H", "H", "H", "O", "C", "O", "C", "C", "C", "C", "C", "O", "C", "C", "O", "O", "H", "H", "H", "H", "H", "H", "H", "H", "N", "C", "C", "N", "C", "C", "N", "H", "H", "H", "H", "H", "C", "C", "C", "C", "N", "N", "C", "H", "H", "H", "H", "H", "H", "H", "H"], "positions_angstrom": [[0.0497, -0.3724, 0.5603], [0.5985, -3.2943, -1.1311], [1.3139, -2.1060, -1.0710], [1.7442, -1.9198, 0.2880], [1.3061, -3.0769, 1.0108], [0.6050, -3.8967, 0.1480], [0.1315, -3.7046, -2.0163], [1.5618, -1.4633, -1.9031], [2.6057, -1.3250, 0.5725], [1.4892, -3.2734, 2.0566], [0.1040, -4.8159, 0.4133], [-3.2469, -2.6307, 1.5538], [-2.6016, -1.8161, 0.9384], [-1.3694, -1.4753, 1.2157], [-3.1538, -1.2152, -0.3533], [-2.2818, -1.6446, -1.5595], [-3.0973, -1.5524, -2.8438], [-3.2646, -0.0191, -2.9763], [-2.3917, 0.4930, -1.8244], [-1.3644, -0.5263, -1.7116], [-3.1102, 0.3432, -0.4831], [-2.3174, 1.0317, 0.6238], [-2.8326, 1.3641, 1.6660], [-1.0450, 1.2376, 0.3237], [-4.1720, -1.5794, -0.4647], [-1.7109, -2.5531, -1.4085], [-4.0416, -2.0889, -2.7720], [-2.5285, -1.9618, -3.6780], [-4.2982, 0.3060, -2.8603], [-2.9026, 0.3447, -3.9370], [-1.9288, 1.4637, -1.9795], [-4.1165, 0.7569, -0.4808], [1.1884, 3.2595, 4.4513], [1.0014, 1.9344, 4.1471], [0.7320, 1.5313, 2.8341], [0.5722, 0.2507, 2.5366], [0.6697, -0.6501, 3.5269], [0.9604, -0.2320, 4.8082], [1.1294, 1.0481, 5.1276], [0.7384, 3.9336, 3.8554], [1.1572, 3.4708, 5.4354], [0.6088, 2.2419, 2.0268], [0.4832, -1.6812, 3.2713], [1.0467, -0.9492, 5.6145], [1.7772, 2.2899, -3.9431], [1.9966, 1.9206, -2.5163], [3.0308, 2.1941, -1.6479], [2.6953, 1.5547, -0.4400], [1.5240, 0.9449, -0.5608], [1.1104, 1.1878, -1.8215], [3.4706, 1.5188, 0.8342], [2.6234, 2.8641, -4.3121], [0.8775, 2.8957, -4.0580], [1.6700, 1.4010, -4.5661], [3.9173, 2.7671, -1.8597], [0.2651, 0.7376, -2.1484], [4.5300, 1.3677, 0.6303], [3.1218, 0.7110, 1.4754], [3.3685, 2.4574, 1.3821]], "forces_ev_per_a": [[0.2, -0.2, -1.4], [0.0, -0.1, 0.0], [-0.1, 0.3, 0.1], [0.3, -0.1, 0.2], [0.1, 0.1, 0.0], [-0.1, 0.0, 0.0], [0.0, 0.0, 0.0], [0.0, 0.0, 0.0], [0.0, 0.0, 0.0], [0.0, 0.0, 0.0], [0.0, 0.0, 0.0], [0.0, 0.1, 0.2], [-0.1, -0.3, -0.4], [-0.3, 0.1, 0.5], [0.0, 0.1, 0.0], [-0.1, 0.0, 0.0], [0.0, 0.0, 0.0], [0.0, 0.0, 0.0], [-0.1, 0.0, 0.0], [0.0, 0.0, 0.1], [0.1, 0.0, -0.1], [-0.2, 0.2, 0.2], [0.0, 0.0, -0.1], [0.2, -0.2, 0.4], [0.0, 0.0, 0.0], [0.0, 0.0, 0.0], [0.0, 0.0, 0.0], [0.0, 0.0, 0.0], [0.0, 0.0, 0.0], [0.0, 0.0, 0.0], [0.0, 0.0, 0.0], [0.0, 0.0, 0.0], [0.0, 0.0, 0.0], [0.0, 0.0, 0.1], [-0.1, -0.1, -0.2], [0.1, 0.1, 0.5], [0.0, 0.0, -0.1], [0.0, 0.0, 0.0], [0.0, 0.0, -0.1], [0.0, 0.0, 0.0], [0.0, 0.0, 0.0], [0.0, 0.0, 0.0], [0.0, 0.0, 0.0], [0.0, 0.0, 0.0], [0.0, 0.0, 0.0], [0.0, 0.0, 0.0], [0.0, 0.0, 0.0], [0.0, 0.0, 0.0], [-0.1, 0.0, 0.1], [0.0, 0.0, -0.1], [0.0, 0.0, 0.0], [0.0, 0.0, 0.0], [0.0, 0.0, 0.0], [0.0, 0.0, 0.0], [0.0, 0.0, 0.0], [0.0, 0.0, 0.0], [0.0, 0.0, 0.0], [0.0, 0.0, 0.0], [0.0, 0.0, 0.0]], "lowdin_charge": [1.107, -0.145, -0.193, -0.305, -0.155, -0.121, 0.097, 0.088, 0.086, 0.089, 0.097, 0.106, -0.544, -0.131, -0.076, -0.224, -0.087, -0.084, -0.253, -0.130, -0.091, -0.567, 0.110, -0.173, 0.155, 0.135, 0.120, 0.117, 0.119, 0.112, 0.154, 0.160, 0.132, -0.355, -0.052, -0.009, -0.079, -0.089, 0.138, 0.098, 0.099, 0.123, 0.103, 0.115, -0.011, -0.283, 0.029, -0.310, 0.000, 0.067, -0.019, 0.082, 0.084, 0.085, 0.114, 0.133, 0.087, 0.058, 0.085]}

***

{"formula": "C22H26N6O7S", "method": "ωB97M-V with the def2-TZVPD basis set", "homo_ha": -0.336, "homo_lumo_gap_ha": 0.3147, "max_force_ev_per_a": 2.9, "e_tot_ha": -2107.42139, "charge": 0, "multiplicity": 1, "species": ["N", "S", "O", "O", "C", "C", "C", "C", "O", "C", "N", "C", "O", "C", "C", "C", "C", "C", "C", "N", "C", "C", "H", "H", "H", "H", "H", "H", "H", "H", "H", "H", "H", "C", "N", "C", "O", "C", "C", "C", "C", "N", "O", "N", "C", "C", "O", "H", "H", "H", "H", "H", "H", "H", "H", "H", "H", "H", "H", "H", "H", "H"], "positions_angstrom": [[-6.6882, -2.9651, 0.7649], [-5.6494, -2.8000, 2.0414], [-6.2425, -3.5992, 3.1124], [-5.6080, -1.3590, 2.2819], [-4.1099, -3.4769, 1.3847], [-4.0667, -4.8121, 0.9473], [-2.8706, -5.3538, 0.4644], [-1.7321, -4.5517, 0.4279], [-0.4693, -4.8347, 0.0324], [0.1982, -3.6552, 0.2093], [1.5396, -3.6412, -0.0837], [2.3693, -2.5452, -0.1263], [1.9257, -1.4028, -0.1049], [3.8263, -2.7782, -0.1846], [4.7212, -1.7703, 0.2225], [6.1013, -1.9946, 0.2252], [6.6135, -3.2262, -0.1886], [5.7437, -4.2318, -0.6148], [4.3630, -4.0112, -0.6166], [-0.5208, -2.6745, 0.6946], [-1.7694, -3.2355, 0.8449], [-2.9524, -2.6799, 1.3333], [-7.6095, -2.8975, 1.1740], [-6.5031, -2.1718, 0.1682], [-4.9628, -5.4291, 0.9921], [-2.8187, -6.3843, 0.1290], [1.9762, -4.5470, -0.1456], [4.3430, -0.8051, 0.5532], [6.7758, -1.2075, 0.5512], [7.6868, -3.3969, -0.1855], [6.1441, -5.1856, -0.9478], [3.7271, -4.8161, -0.9716], [-2.9511, -1.6454, 1.6721], [-3.1482, 4.8078, -0.9668], [-1.7128, 4.7247, -1.2284], [-0.7976, 4.5056, -0.2765], [-1.0990, 4.4284, 0.9116], [0.6718, 4.3620, -0.7253], [0.9351, 3.0603, -1.5050], [0.5962, 1.7572, -0.7495], [-0.7316, 1.1160, -1.1507], [-0.9341, -0.1443, -0.8469], [-1.6035, 1.7170, -1.7569], [1.6248, 4.4431, 0.3954], [2.2023, 5.5316, 0.8989], [1.9040, 6.8911, 0.2989], [2.9941, 5.4402, 1.8242], [-3.3353, 5.4699, -0.1189], [-3.6733, 5.1839, -1.8452], [-3.5254, 3.8125, -0.7211], [-1.4145, 4.6906, -2.1897], [0.8732, 5.1812, -1.4140], [1.9975, 3.0370, -1.7536], [0.4016, 3.0917, -2.4557], [0.6002, 1.9182, 0.3283], [1.3825, 1.0376, -0.9737], [-0.2508, -0.6825, -0.3222], [-1.8164, -0.5357, -1.1107], [1.8145, 3.5943, 0.9036], [2.4191, 7.6516, 0.8839], [0.8317, 7.0735, 0.3365], [2.2635, 6.9211, -0.7271]], "forces_ev_per_a": [[0.6, -0.7, -0.3], [-2.0, 1.2, 1.6], [1.4, 0.2, -1.4], [1.4, -1.4, -0.2], [0.8, 0.3, 0.0], [0.3, 0.0, 0.0], [0.1, -0.3, -0.1], [-1.7, 0.0, 0.5], [1.0, -0.2, -0.4], [-0.9, 1.6, 0.8], [-0.1, -1.2, -0.1], [-0.6, 2.4, 0.1], [0.2, -1.0, 0.0], [1.3, -1.0, -0.1], [0.0, -0.1, 0.0], [-0.4, -0.3, -0.2], [-0.3, 0.1, 0.0], [-0.2, 0.3, 0.1], [0.4, 0.4, 0.3], [1.4, -0.8, -0.6], [-0.9, 0.0, 0.2], [-0.6, 0.3, 0.2], [-0.3, 0.0, 0.0], [-0.2, 0.1, -0.3], [0.2, 0.2, 0.0], [-0.1, 0.1, 0.1], [-0.1, -0.1, 0.0], [-0.1, -0.3, -0.1], [-0.2, -0.1, 0.0], [-0.2, 0.0, 0.0], [-0.1, 0.1, 0.0], [0.0, 0.1, 0.0], [-0.2, -0.2, 0.0], [0.4, -0.3, 0.3], [-0.1, 0.6, -0.9], [-0.1, -0.3, 1.5], [0.2, 0.0, -0.5], [0.4, -0.1, 0.2], [-0.2, -0.2, 0.1], [0.1, 0.0, -0.5], [-0.3, 1.6, -0.6], [1.0, -1.7, 1.1], [-0.1, 0.9, -0.4], [-1.4, -0.9, -1.5], [0.9, 1.2, 0.8], [-0.1, -0.3, 0.1], [0.1, -0.1, 0.2], [0.1, -0.1, -0.1], [0.2, 0.0, 0.0], [-0.1, 0.1, 0.0], [-0.1, -0.1, 0.1], [0.1, 0.1, 0.0], [0.0, 0.1, 0.1], [-0.2, -0.1, 0.1], [-0.1, -0.1, 0.1], [0.0, -0.2, 0.2], [-0.3, -0.1, -0.1], [-0.2, -0.2, 0.0], [0.0, 0.0, 0.1], [0.0, -0.2, 0.0], [-0.1, 0.1, -0.2], [-0.1, 0.1, -0.2]], "lowdin_charge": [-0.076, 0.637, -0.316, -0.324, -0.262, -0.049, 0.027, -0.199, 0.161, -0.294, 0.200, -0.378, 0.084, -0.131, -0.002, -0.061, -0.072, -0.072, -0.029, 0.207, -0.215, 0.038, 0.071, 0.069, 0.122, 0.123, 0.139, 0.122, 0.109, 0.107, 0.106, 0.104, 0.129, -0.055, 0.018, -0.471, 0.060, -0.219, -0.124, -0.081, -0.553, 0.182, 0.030, 0.113, -0.550, 0.006, 0.031, 0.085, 0.082, 0.085, 0.133, 0.137, 0.116, 0.112, 0.124, 0.103, 0.059, 0.110, 0.142, 0.085, 0.083, 0.079]}

***

Q: Which value of charge does entry 1 give?
A: 0

***

Q: Which formula does entry 1 have?
A: C22H26N5O5Ti

***

Q: Which formula does entry 2 have?
A: C22H26N6O7S